w:
ORCA calculation (ωB97M-V with the def2-TZVPD basis set) on one molecule with the formula C2H4.

Last column: Löwdin charge in e.
Geometry (Å):
C  0.636  -0.065  -0.042  -0.08
C  -0.747  -0.053  0.000  -0.06
H  1.212  0.960  0.137  0.08
H  1.354  -0.917  -0.037  0.04
H  -1.115  0.927  -0.126  0.02
H  -1.341  -0.852  0.067  -0.01

## Properties
highest occupied orbital energy: -9.904 eV
gap between HOMO and LUMO: 11.300 eV

=====

x:
ORCA calculation (ωB97M-V with the def2-TZVPD basis set) on a 3-piece molecular cluster, C2H4 overall.

Last column: Löwdin charge in e.
Geometry (Å):
C  -0.760  -0.147  -0.898  0.01
C  0.007  0.288  0.033  -0.11
H  -1.736  0.232  -1.294  0.05
H  -0.884  1.760  0.295  0.26
H  0.867  -0.201  0.449  -0.08
H  2.506  -1.932  1.414  -0.13

## Properties
highest occupied orbital energy: -7.011 eV
gap between HOMO and LUMO: 3.269 eV

=====

The structure with the greatest stability is w.

=====

w:
ORCA calculation (ωB97M-V with the def2-TZVPD basis set) on one molecule with the formula C21H27N3O4S.

Last column: Löwdin charge in e.
Geometry (Å):
C  -5.551  -0.134  -0.395  -0.01
C  -4.658  0.980  -0.017  -0.32
N  -5.069  2.115  0.474  0.12
O  -3.975  2.890  0.702  0.03
C  -2.868  2.226  0.347  -0.27
C  -1.546  2.868  0.509  0.02
C  -3.236  0.991  -0.121  -0.18
S  -2.253  -0.326  -0.754  0.71
O  -2.818  -0.787  -1.984  -0.26
O  -0.879  0.121  -0.798  -0.30
N  -2.550  -1.508  0.398  -0.23
C  -2.019  -1.229  1.716  -0.18
C  -0.493  -1.298  1.763  -0.12
C  0.064  -2.562  1.083  -0.20
C  1.546  -2.321  0.757  -0.47
O  2.444  -2.969  1.255  0.06
N  1.731  -1.331  -0.131  0.12
C  3.033  -0.838  -0.546  -0.24
C  3.114  -0.802  -2.072  -0.13
C  2.299  0.365  -2.619  -0.18
C  2.919  1.676  -2.150  -0.14
C  3.138  1.699  -0.663  -0.17
C  3.279  2.918  -0.009  -0.04
C  3.508  2.979  1.352  -0.09
C  3.601  1.808  2.087  -0.08
C  3.464  0.591  1.448  -0.02
C  3.240  0.524  0.077  -0.12
C  -0.677  -2.967  -0.203  -0.12
C  -2.190  -2.840  -0.056  -0.18
H  -5.423  -0.958  0.305  0.09
H  -6.585  0.198  -0.384  0.09
H  -5.274  -0.493  -1.384  0.08
H  -1.554  3.855  0.053  0.10
H  -1.314  2.990  1.566  0.10
H  -0.788  2.246  0.040  0.07
H  -2.463  -1.959  2.400  0.13
H  -2.361  -0.233  2.007  0.12
H  -0.100  -0.406  1.277  0.09
H  -0.162  -1.280  2.803  0.13
H  0.012  -3.395  1.791  0.15
H  0.936  -0.796  -0.458  0.09
H  3.763  -1.548  -0.139  0.15
H  4.159  -0.686  -2.369  0.12
H  2.750  -1.750  -2.470  0.12
H  2.284  0.333  -3.710  0.11
H  1.266  0.302  -2.271  0.10
H  2.289  2.520  -2.439  0.12
H  3.889  1.812  -2.641  0.13
H  3.206  3.832  -0.582  0.11
H  3.615  3.937  1.840  0.10
H  3.782  1.845  3.151  0.10
H  3.532  -0.330  2.009  0.12
H  -0.376  -2.330  -1.036  0.10
H  -0.412  -3.995  -0.455  0.13
H  -2.586  -3.557  0.668  0.13
H  -2.682  -2.991  -1.018  0.12

## Properties
highest occupied orbital energy: -8.931 eV
gap between HOMO and LUMO: 9.500 eV

=====

x:
ORCA calculation (ωB97M-V with the def2-TZVPD basis set) on one molecule with the formula C21H27N3O4S.

Last column: Löwdin charge in e.
Geometry (Å):
C  0.938  -3.658  1.600  -0.02
C  0.626  -2.740  0.417  -0.26
N  1.336  -1.485  0.523  0.13
C  2.235  -1.080  -0.392  -0.45
O  2.820  -1.825  -1.148  0.08
C  2.478  0.437  -0.405  -0.18
N  1.438  1.178  0.270  -0.03
C  0.287  1.586  -0.367  -0.37
O  -0.196  1.029  -1.327  0.11
C  -0.161  2.793  0.357  -0.07
C  -1.282  3.580  0.163  0.01
C  -1.425  4.711  0.950  -0.07
C  -0.470  5.043  1.902  -0.07
C  0.652  4.250  2.102  -0.02
C  0.797  3.126  1.317  -0.16
C  1.853  2.073  1.313  -0.45
S  3.564  2.559  0.842  1.00
C  3.839  0.831  0.206  -0.70
C  4.926  0.844  -0.854  -0.09
C  4.234  -0.068  1.372  -0.08
C  -0.864  -2.366  0.432  -0.46
O  -1.258  -1.443  1.119  0.07
N  -1.660  -3.136  -0.326  0.09
C  -3.067  -2.863  -0.495  -0.11
C  -3.389  -2.288  -1.892  -0.32
C  -2.870  -0.862  -2.078  -0.12
C  -4.011  -0.034  -1.491  -0.15
C  -5.243  -0.890  -1.808  -0.19
O  -4.791  -2.215  -2.064  -0.11
H  0.645  -3.175  2.529  0.09
H  0.393  -4.594  1.503  0.08
H  2.004  -3.870  1.630  0.08
H  0.921  -3.215  -0.524  0.15
H  0.811  -0.785  1.038  0.13
H  2.464  0.715  -1.470  0.17
H  -2.013  3.308  -0.582  0.12
H  -2.289  5.347  0.822  0.10
H  -0.600  5.934  2.497  0.11
H  1.396  4.512  2.839  0.12
H  1.928  1.571  2.287  0.13
H  5.889  1.079  -0.408  0.08
H  4.709  1.585  -1.620  0.08
H  4.979  -0.139  -1.320  0.09
H  3.439  -0.146  2.110  0.08
H  5.121  0.332  1.859  0.08
H  4.459  -1.066  1.003  0.09
H  -1.248  -3.829  -0.931  0.15
H  -3.642  -3.783  -0.357  0.13
H  -3.348  -2.146  0.277  0.13
H  -3.005  -2.979  -2.653  0.15
H  -2.754  -0.648  -3.141  0.12
H  -1.921  -0.678  -1.582  0.09
H  -3.881  0.077  -0.415  0.11
H  -4.078  0.956  -1.935  0.11
H  -5.759  -0.536  -2.709  0.12
H  -5.962  -0.910  -0.983  0.12

## Properties
highest occupied orbital energy: -9.161 eV
gap between HOMO and LUMO: 9.610 eV

=====

The structure with the greatest stability is x.

=====

w:
ORCA calculation (ωB97M-V with the def2-TZVPD basis set) on one molecule with the formula C21H26N2O3.

Last column: Löwdin charge in e.
Geometry (Å):
C  -5.682  -2.044  -1.089  -0.10
C  -4.200  -1.708  -0.984  -0.23
C  -3.840  -1.023  0.344  -0.35
C  -3.915  -1.983  1.533  -0.06
C  -2.473  -0.396  0.261  -0.31
C  -1.268  -1.277  0.059  -0.02
N  -2.440  0.866  0.380  0.12
N  -1.272  1.544  0.326  0.06
C  -1.246  2.903  0.438  -0.42
O  -2.226  3.582  0.653  0.08
C  0.125  3.506  0.348  -0.05
C  0.326  4.667  1.087  -0.01
C  1.541  5.324  1.082  -0.08
C  2.574  4.823  0.312  -0.08
C  2.392  3.682  -0.451  -0.02
C  1.172  3.014  -0.449  -0.20
O  0.903  1.907  -1.209  -0.06
C  1.897  1.337  -2.024  -0.15
C  2.878  0.468  -1.232  -0.17
O  2.198  -0.717  -0.883  -0.05
C  2.876  -1.690  -0.203  -0.26
C  2.163  -2.864  0.041  -0.01
C  2.754  -3.908  0.722  -0.08
C  4.062  -3.801  1.168  -0.10
C  4.769  -2.639  0.924  -0.09
C  4.187  -1.582  0.242  -0.03
H  -5.976  -2.766  -0.331  0.06
H  -6.284  -1.147  -0.963  0.08
H  -5.902  -2.470  -2.065  0.07
H  -3.616  -2.624  -1.101  0.10
H  -3.933  -1.034  -1.801  0.12
H  -4.543  -0.201  0.510  0.14
H  -3.604  -1.473  2.442  0.08
H  -4.934  -2.334  1.674  0.07
H  -3.272  -2.847  1.384  0.08
H  -0.667  -0.927  -0.781  0.08
H  -1.567  -2.302  -0.133  0.07
H  -0.638  -1.261  0.951  0.10
H  -0.408  1.049  0.122  0.12
H  -0.506  5.038  1.666  0.12
H  1.680  6.219  1.669  0.10
H  3.532  5.321  0.293  0.11
H  3.215  3.325  -1.051  0.10
H  2.437  2.101  -2.594  0.13
H  1.351  0.696  -2.722  0.14
H  3.209  1.000  -0.329  0.13
H  3.751  0.240  -1.859  0.14
H  1.148  -2.933  -0.317  0.10
H  2.191  -4.811  0.905  0.10
H  4.525  -4.618  1.700  0.10
H  5.790  -2.545  1.265  0.10
H  4.765  -0.688  0.067  0.10

## Properties
highest occupied orbital energy: -8.606 eV
gap between HOMO and LUMO: 9.157 eV

=====

x:
ORCA calculation (ωB97M-V with the def2-TZVPD basis set) on one molecule with the formula C21H26N2O3.

Last column: Löwdin charge in e.
Geometry (Å):
C  4.509  5.586  -2.010  -0.11
C  4.052  5.081  -0.648  -0.23
C  5.094  4.150  -0.022  -0.22
O  4.730  3.710  1.267  -0.05
C  3.791  2.728  1.411  -0.27
C  3.434  2.429  2.726  0.00
C  2.515  1.443  3.012  0.00
C  1.924  0.721  1.976  -0.22
N  0.990  -0.297  2.182  0.13
C  0.483  -0.758  3.345  -0.48
O  0.755  -0.349  4.456  0.06
C  -0.510  -1.907  3.145  -0.08
C  -1.695  -1.552  2.230  -0.08
C  -1.448  -1.963  0.788  -0.47
O  -0.425  -1.673  0.186  0.04
N  -2.434  -2.678  0.225  0.11
C  -2.396  -3.148  -1.151  -0.31
C  -2.300  -4.675  -1.188  -0.03
C  -3.606  -2.654  -1.908  -0.19
C  -4.890  -2.974  -1.483  -0.05
C  -5.995  -2.524  -2.182  -0.08
C  -5.831  -1.751  -3.319  -0.09
C  -4.557  -1.428  -3.750  -0.08
C  -3.451  -1.875  -3.047  -0.03
C  2.277  1.018  0.664  -0.01
C  3.198  2.009  0.378  -0.03
H  5.445  6.132  -1.920  0.07
H  4.662  4.755  -2.695  0.07
H  3.763  6.250  -2.437  0.07
H  3.102  4.551  -0.746  0.10
H  3.891  5.923  0.029  0.12
H  5.300  3.300  -0.685  0.12
H  6.029  4.698  0.129  0.13
H  3.900  2.990  3.520  0.12
H  2.251  1.223  4.032  0.10
H  0.651  -0.745  1.326  0.10
H  0.033  -2.763  2.737  0.13
H  -0.878  -2.177  4.135  0.12
H  -2.602  -2.032  2.600  0.11
H  -1.858  -0.471  2.247  0.14
H  -3.264  -2.893  0.754  0.14
H  -1.487  -2.718  -1.584  0.14
H  -1.406  -5.005  -0.665  0.08
H  -3.169  -5.129  -0.719  0.07
H  -2.248  -5.013  -2.220  0.09
H  -5.035  -3.583  -0.602  0.11
H  -6.988  -2.780  -1.840  0.10
H  -6.695  -1.402  -3.865  0.10
H  -4.422  -0.824  -4.635  0.10
H  -2.458  -1.617  -3.384  0.11
H  1.822  0.463  -0.144  0.11
H  3.444  2.202  -0.654  0.10

## Properties
highest occupied orbital energy: -7.498 eV
gap between HOMO and LUMO: 8.009 eV

=====

The structure with the greatest stability is x.

=====

w:
ORCA calculation (ωB97M-V with the def2-TZVPD basis set) on a 8-piece molecular cluster, C8H24N8O16 overall.

Last column: Löwdin charge in e.
Geometry (Å):
C  -3.118  1.639  1.403  0.06
N  -2.664  2.549  2.509  -0.44
O  -2.455  2.039  3.590  0.06
O  -2.553  3.723  2.244  0.07
H  -4.197  1.720  1.335  0.10
H  -2.822  0.648  1.725  0.09
H  -2.592  2.019  0.536  0.07
C  -0.154  0.318  5.186  0.03
N  0.648  -0.496  6.137  -0.45
O  1.355  0.109  6.919  0.06
O  0.523  -1.700  6.089  0.07
H  -0.234  -0.246  4.263  0.07
H  0.364  1.257  5.059  0.09
H  -1.141  0.418  5.626  0.10
C  -0.575  3.439  -2.217  0.06
N  0.050  2.401  -3.095  -0.42
O  0.267  2.702  -4.246  0.08
O  0.297  1.313  -2.609  0.05
H  -1.241  2.938  -1.524  0.08
H  -1.188  4.047  -2.874  0.10
H  0.215  3.945  -1.681  0.09
C  3.351  -2.502  -2.165  0.04
N  3.069  -2.731  -0.717  -0.43
O  3.714  -3.566  -0.120  0.08
O  2.171  -2.071  -0.236  0.04
H  4.410  -2.663  -2.342  0.10
H  3.120  -1.464  -2.367  0.09
H  2.735  -3.195  -2.724  0.10
C  -0.660  -0.460  -0.185  0.04
N  -0.165  -0.544  1.218  -0.42
O  -0.144  -1.641  1.736  0.07
O  0.184  0.490  1.752  0.04
H  -1.064  0.542  -0.293  0.06
H  -1.427  -1.212  -0.308  0.10
H  0.216  -0.515  -0.822  0.07
C  1.535  3.996  2.445  0.06
N  1.267  3.235  1.197  -0.44
O  0.129  3.209  0.782  0.02
O  2.208  2.690  0.661  0.08
H  2.605  4.173  2.470  0.10
H  1.229  3.368  3.274  0.10
H  1.018  4.947  2.388  0.10
C  -0.751  -0.624  -4.626  0.03
N  0.500  -1.235  -4.140  -0.42
O  0.494  -1.722  -3.028  0.03
O  1.449  -1.239  -4.902  0.08
H  -1.281  -0.253  -3.756  0.08
H  -1.353  -1.403  -5.090  0.11
H  -0.528  0.154  -5.343  0.09
C  -0.903  -4.339  -0.742  0.05
N  -1.050  -5.058  -2.033  -0.45
O  -0.728  -4.460  -3.038  0.05
O  -1.493  -6.184  -1.996  0.07
H  -0.612  -5.051  0.023  0.10
H  -1.872  -3.900  -0.514  0.10
H  -0.158  -3.556  -0.832  0.07

## Properties
highest occupied orbital energy: -10.780 eV
gap between HOMO and LUMO: 10.426 eV

=====

x:
ORCA calculation (ωB97M-V with the def2-TZVPD basis set) on a 8-piece molecular cluster, C8H24N8O16 overall.

Last column: Löwdin charge in e.
Geometry (Å):
C  1.536  -0.539  5.882  0.05
N  1.735  0.075  4.543  -0.44
O  1.801  -0.655  3.567  0.05
O  1.833  1.289  4.498  0.08
H  2.054  -1.494  5.860  0.10
H  0.463  -0.664  5.990  0.10
H  1.981  0.097  6.635  0.10
C  -3.853  0.464  2.853  0.05
N  -3.215  1.537  3.645  -0.46
O  -2.001  1.481  3.717  0.04
O  -3.884  2.397  4.140  0.09
H  -3.360  0.422  1.892  0.09
H  -4.915  0.694  2.832  0.10
H  -3.697  -0.457  3.410  0.10
C  -0.287  -4.884  -0.684  0.06
N  -0.059  -3.593  0.039  -0.44
O  -1.016  -2.930  0.357  0.07
O  1.100  -3.271  0.176  0.06
H  -1.275  -5.266  -0.464  0.10
H  0.533  -5.528  -0.390  0.10
H  -0.180  -4.597  -1.728  0.08
C  1.174  2.604  -3.265  0.03
N  -0.212  3.145  -3.357  -0.45
O  -1.058  2.454  -3.884  0.07
O  -0.404  4.252  -2.910  0.06
H  1.203  2.046  -2.332  0.06
H  1.808  3.484  -3.295  0.09
H  1.451  1.933  -4.071  0.09
C  -0.196  -0.125  1.155  0.04
N  0.050  0.509  -0.155  -0.40
O  -0.876  1.012  -0.754  0.07
O  1.202  0.592  -0.546  0.04
H  0.596  -0.867  1.252  0.07
H  -1.128  -0.666  1.191  0.08
H  0.042  0.606  1.924  0.10
C  2.081  -1.960  -2.796  0.05
N  0.698  -1.668  -3.267  -0.42
O  0.519  -0.684  -3.941  0.09
O  -0.159  -2.460  -2.916  0.04
H  2.086  -1.825  -1.716  0.08
H  2.836  -1.328  -3.249  0.10
H  2.298  -2.996  -3.046  0.10
C  3.174  3.541  -0.275  0.04
N  4.018  3.100  0.849  -0.47
O  4.969  2.389  0.604  0.06
O  3.705  3.448  1.959  0.07
H  3.622  3.185  -1.194  0.09
H  3.167  4.624  -0.177  0.11
H  2.208  3.056  -0.160  0.09
C  -2.819  -0.887  -2.522  0.03
N  -4.256  -0.765  -2.815  -0.45
O  -4.988  -1.443  -2.114  0.04
O  -4.637  -0.065  -3.722  0.08
H  -2.607  -1.951  -2.502  0.08
H  -2.729  -0.471  -1.520  0.09
H  -2.135  -0.396  -3.204  0.08

## Properties
highest occupied orbital energy: -10.675 eV
gap between HOMO and LUMO: 10.360 eV

=====

The structure with the greatest stability is w.

=====

w:
ORCA calculation (ωB97M-V with the def2-TZVPD basis set) on a 2-piece molecular cluster, C2H7PS2 overall.

Last column: Löwdin charge in e.
Geometry (Å):
C  -2.986  0.649  0.608  -0.48
C  2.885  -0.940  -1.006  -0.41
P  1.255  1.437  -0.514  0.41
S  -2.351  -0.322  -0.809  0.51
S  2.189  -0.078  0.535  0.32
H  -3.931  0.912  0.416  -0.02
H  -2.401  1.451  0.663  -0.05
H  -3.095  -0.059  1.394  0.02
H  3.405  -1.694  -0.573  -0.02
H  3.396  -0.211  -1.496  -0.02
H  2.034  -1.317  -1.561  0.03
H  0.159  1.426  0.293  -0.28

## Properties
highest occupied orbital energy (alpha / beta): -9.239 / -7.728 eV
gap between HOMO and LUMO (alpha / beta): 8.310 / 5.908 eV

=====

x:
ORCA calculation (ωB97M-V with the def2-TZVPD basis set) on one molecule with the formula C2H7PS2.

Last column: Löwdin charge in e.
Geometry (Å):
C  -2.928  -0.676  -0.288  -0.49
S  -1.783  0.793  -0.524  0.33
P  0.147  0.562  0.964  0.28
S  1.819  1.415  0.147  0.34
C  2.948  -0.097  -0.175  -0.42
H  -3.805  -0.204  -0.771  0.01
H  -3.273  -1.104  0.691  0.05
H  -2.535  -1.291  -1.051  -0.03
H  -0.066  1.929  1.501  -0.13
H  3.737  0.032  -0.821  -0.02
H  2.336  -1.050  -0.451  0.07
H  3.402  -0.309  0.777  0.00

## Properties
highest occupied orbital energy: -8.538 eV
gap between HOMO and LUMO: 8.729 eV

=====

y:
ORCA calculation (ωB97M-V with the def2-TZVPD basis set) on a 2-piece molecular cluster, C2H7PS2 overall.

Last column: Löwdin charge in e.
Geometry (Å):
S  1.455  -1.685  -0.692  0.10
P  1.465  -0.132  0.451  -0.07
S  1.827  1.598  -0.580  0.38
H  2.648  -0.261  1.247  -0.05
H  0.313  0.062  1.278  -0.07
H  1.507  0.987  -1.729  -0.18
C  -1.456  0.212  0.571  -0.22
C  -1.603  -0.447  -0.559  -0.13
H  -1.643  -0.151  1.571  0.06
H  -1.236  1.270  0.676  0.05
H  -1.781  -1.487  -0.623  0.03
H  -1.496  0.036  -1.610  0.10

## Properties
highest occupied orbital energy: -8.856 eV
gap between HOMO and LUMO: 9.399 eV

=====

The structure with the greatest stability is x.